This record from OMol25 describes an isolated molecule of C5H13N2PS at a distorted geometry. The level of theory is ωB97M-V/def2-TZVPD.

* 2S+1: 3
* Kohn-Sham gap (spin up / spin down): 6.7 / 7.4 eV
* net charge: 0
* LUMO energy (spin up / spin down): 0.0283 / -0.0501 hartree
* HOMO (spin up / spin down): -5.94 / -8.80 eV

Each line ends with the Löwdin charge.
Geometry (Å):
C 1.032 -0.675 0.986  -0.206
C 0.346 -1.539 -0.111  -0.256
C 3.055 -0.174 -0.219  -0.187
C -0.370 0.239 -1.510  -0.130
C -3.328 1.688 0.931  -0.481
N 1.980 0.365 0.503  -0.142
N -0.731 -0.752 -0.711  -0.508
P -2.284 -0.991 0.125  0.712
S -3.389 0.703 -0.646  0.398
H 0.263 -0.131 1.536  0.094
H 1.630 -1.384 1.605  0.120
H 1.090 -1.556 -0.914  0.084
H -0.009 -2.467 0.316  0.092
H 2.759 -0.863 -1.086  0.076
H 3.533 0.668 -0.843  0.116
H 3.604 -0.733 0.455  0.051
H 1.516 1.059 -0.112  0.090
H 0.500 0.092 -1.998  0.018
H -1.105 0.763 -2.102  0.016
H -2.410 1.475 1.480  0.004
H -4.273 1.424 1.369  -0.003
H -3.409 2.791 0.944  0.040


This record from OMol25 describes the ion C5H13N2S with charge -1 at a distorted geometry. The level of theory is ωB97M-V/def2-TZVPD.

* 2S+1: 1
* Kohn-Sham gap: 6.2 eV
* net charge: -1
* energy relative to the best compared isomer or geometry (same formula, charge and spin): 87.05 kJ/mol
* LUMO energy: 0.1364 hartree
* HOMO: -2.53 eV

Each line ends with the Löwdin charge.
Geometry (Å):
C -1.188 -0.591 -1.633  -0.290
N -0.662 0.347 -0.673  -0.084
C 0.239 -0.172 0.359  -0.461
C 1.056 0.996 0.927  -0.722
S 2.040 1.890 -0.349  0.097
C -0.498 -0.902 1.525  -0.227
N -0.171 -2.336 1.590  -0.023
C -2.737 -0.717 -1.560  -0.110
H -0.841 -0.439 -2.660  0.101
H -0.823 -1.615 -1.444  0.090
H -0.185 1.134 -1.108  0.021
H 0.893 -0.855 -0.202  0.114
H 0.315 1.647 1.400  0.049
H 1.853 0.630 1.565  0.018
H -1.575 -0.915 1.317  0.096
H -0.331 -0.409 2.476  0.098
H 0.729 -2.487 2.025  0.053
H -0.341 -2.830 0.753  0.029
H -3.242 -0.752 -2.529  0.049
H -2.878 -1.745 -1.187  0.048
H -3.227 -0.121 -0.803  0.054


This record from OMol25 describes a cluster of 3 separate species, C5H13N3 in total at a distorted geometry. The level of theory is ωB97M-V/def2-TZVPD.

* 2S+1: 1
* Kohn-Sham gap: 8.2 eV
* net charge: 0
* energy relative to the best compared isomer or geometry (same formula, charge and spin): 316.89 kJ/mol
* LUMO energy: 0.0278 hartree
* HOMO: -7.48 eV

Each line ends with the Löwdin charge.
Geometry (Å):
C 0.566 -1.570 0.909  -0.061
C 1.284 0.272 -0.526  -0.506
N 2.581 -0.148 -0.317  0.144
N 0.982 1.220 -1.365  0.033
N 0.293 -0.371 0.135  -0.079
H -0.156 2.102 -0.936  0.041
H 3.255 0.124 -1.012  0.097
H 2.752 -1.057 0.080  0.072
H 1.777 1.696 -1.773  0.060
H 1.197 -1.388 1.787  0.090
H 1.069 -2.335 0.310  0.087
H -0.386 -1.956 1.267  0.093
C -1.975 -0.124 -0.814  -0.070
C -1.025 0.277 0.290  -0.425
C -1.449 0.459 1.562  0.031
H -0.918 2.175 -0.431  0.039
H -2.959 0.307 -0.645  0.077
H -2.089 -1.209 -0.864  0.080
H -1.572 0.208 -1.770  0.068
H -0.743 0.621 2.364  0.067
H -2.483 0.699 1.751  0.063


This record from OMol25 describes an isolated molecule of C5H13N3 at a distorted geometry. The level of theory is ωB97M-V/def2-TZVPD.

* 2S+1: 1
* Kohn-Sham gap: 10.1 eV
* net charge: 0
* energy relative to the best compared isomer or geometry (same formula, charge and spin): 67.98 kJ/mol
* LUMO energy: 0.0369 hartree
* HOMO: -9.14 eV

Each line ends with the Löwdin charge.
Geometry (Å):
C 1.038 0.064 -0.055  -0.663
C -0.366 -0.286 0.448  -0.311
C -1.022 -1.444 -0.301  -0.074
N 1.735 0.882 0.912  0.079
N 0.982 0.708 -1.343  0.093
N 1.744 -1.293 -0.141  0.053
C -1.241 0.997 0.370  -0.146
C -2.559 1.020 0.462  0.002
H -0.261 -0.544 1.507  0.141
H 0.371 0.206 -1.974  0.076
H 2.540 1.340 0.497  0.076
H 1.140 1.588 1.322  0.066
H 1.905 0.763 -1.761  0.077
H 2.680 -1.150 -0.513  0.058
H 1.864 -1.652 0.800  0.070
H -0.734 1.943 0.224  0.090
H -1.279 -1.153 -1.318  0.080
H -1.933 -1.762 0.198  0.070
H -0.350 -2.295 -0.339  0.062
H -3.113 1.943 0.392  0.050
H -3.140 0.125 0.615  0.051


This record from OMol25 describes an isolated molecule of C5H13N3 at a distorted geometry. The level of theory is ωB97M-V/def2-TZVPD.

* 2S+1: 1
* Kohn-Sham gap: 9.1 eV
* net charge: 0
* energy relative to the best compared isomer or geometry (same formula, charge and spin): 166.65 kJ/mol
* LUMO energy: 0.0336 hartree
* HOMO: -8.23 eV

Each line ends with the Löwdin charge.
Geometry (Å):
C 0.363 0.046 -0.500  -0.378
C -0.747 0.048 0.468  -0.150
C -2.214 0.248 -0.451  -0.243
C 2.799 -1.237 -0.008  -0.075
C 1.780 -0.286 0.552  -0.331
N 0.658 1.230 -1.218  0.043
N -3.405 -0.026 0.307  -0.038
N 2.106 0.380 1.570  0.116
H 0.276 -0.783 -1.208  0.129
H 0.153 1.361 -2.082  0.078
H 0.684 2.060 -0.638  0.084
H 1.393 1.042 1.877  0.037
H -3.426 0.514 1.165  0.064
H -3.475 -1.006 0.553  0.063
H -0.729 0.889 1.161  0.093
H -0.853 -0.907 0.978  0.101
H -2.206 -0.384 -1.341  0.097
H -2.224 1.296 -0.758  0.089
H 2.910 -1.049 -1.076  0.074
H 3.735 -1.181 0.546  0.072
H 2.420 -2.255 0.103  0.073


This record from OMol25 describes a structure of composition C5H13N3 at a distorted geometry. The level of theory is ωB97M-V/def2-TZVPD.

* 2S+1: 1
* Kohn-Sham gap: 8.3 eV
* net charge: 0
* energy relative to the best compared isomer or geometry (same formula, charge and spin): 370.06 kJ/mol
* LUMO energy: 0.0128 hartree
* HOMO: -8.00 eV

Each line ends with the Löwdin charge.
Geometry (Å):
C -0.704 0.573 1.444  -0.048
C -1.943 -0.761 -0.286  -0.050
C 0.587 -0.909 -0.005  -0.505
C -0.722 -0.487 0.539  -0.265
N 0.648 -1.898 -1.049  0.058
N 1.593 -1.240 0.982  0.069
H 0.529 -2.831 -0.671  0.082
H -0.023 -1.739 -1.788  0.067
H 1.703 -0.506 1.668  0.061
H 2.488 -1.329 0.515  0.082
H -0.046 0.499 2.305  0.079
H 0.199 1.468 0.693  0.089
H -2.835 -0.369 0.198  0.078
H -1.659 0.986 1.748  0.075
H -1.880 -0.303 -1.278  0.091
H -2.069 -1.836 -0.436  0.084
C 0.798 2.642 -1.038  -0.209
N 1.195 1.946 -0.074  -0.065
H 0.866 0.147 -0.452  0.126
H -0.238 2.697 -1.410  0.053
H 1.513 3.249 -1.605  0.047


This record from OMol25 describes a cluster of 2 separate species, C5H13N3 in total. The level of theory is ωB97M-V/def2-TZVPD.

* 2S+1: 1
* Kohn-Sham gap: 10.1 eV
* net charge: 0
* energy relative to the best compared isomer or geometry (same formula, charge and spin): 191.43 kJ/mol
* LUMO energy: 0.0352 hartree
* HOMO: -9.16 eV

Each line ends with the Löwdin charge.
Geometry (Å):
C -2.190 2.332 1.512  -0.261
C -2.347 2.249 0.193  0.002
C -0.794 0.631 2.159  -0.056
N -1.056 1.864 2.191  -0.025
H -2.862 2.892 2.152  0.099
H -1.568 1.747 -0.372  0.039
H -3.206 2.594 -0.358  0.045
H 0.077 0.283 2.703  0.069
H -1.438 -0.087 1.647  0.079
N 0.978 -3.001 -1.438  -0.015
C 0.854 -1.766 -0.664  -0.311
C 1.795 -0.706 -1.226  -0.304
N 1.779 0.480 -0.381  -0.005
H 0.590 -2.891 -2.363  0.059
H 0.437 -3.733 -1.001  0.058
H 1.174 -1.985 0.354  0.107
H -0.164 -1.354 -0.608  0.097
H 2.797 -1.136 -1.171  0.111
H 1.580 -0.521 -2.286  0.105
H 2.596 1.050 -0.520  0.061
H 0.968 1.059 -0.527  0.047


This record from OMol25 describes a structure of composition C5H13N3O at a distorted geometry. The level of theory is ωB97M-V/def2-TZVPD.

* 2S+1: 1
* Kohn-Sham gap: 8.6 eV
* net charge: 0
* energy relative to the best compared isomer or geometry (same formula, charge and spin): 523.84 kJ/mol
* LUMO energy: 0.0211 hartree
* HOMO: -8.03 eV

Each line ends with the Löwdin charge.
Geometry (Å):
C -1.020 -1.966 0.525  -0.350
N -0.673 -0.723 1.402  -0.151
N 0.705 -0.465 1.679  0.023
N -1.540 -2.777 1.572  -0.112
H -1.084 0.149 1.064  0.099
H 1.215 -0.421 0.798  0.055
H 1.050 -1.272 2.194  0.077
H -0.870 -3.488 1.849  0.003
H -1.287 -1.585 2.228  0.165
H -1.794 -1.612 -0.173  0.088
H -0.114 -2.319 0.015  0.101
C 0.027 1.229 -1.269  -0.442
C 1.070 2.197 -0.942  -0.127
C -1.281 1.507 -1.195  0.052
C 2.376 1.966 -1.064  0.041
O 0.513 -0.009 -1.603  0.012
H -0.207 -0.567 -1.922  0.105
H 0.711 3.146 -0.564  0.108
H -2.038 0.786 -1.475  0.064
H -1.615 2.489 -0.901  0.065
H 2.750 1.021 -1.431  0.064
H 3.104 2.714 -0.787  0.060


This record from OMol25 describes a cluster of 2 separate species, C5H13N3O in total at a distorted geometry. The level of theory is ωB97M-V/def2-TZVPD.

* 2S+1: 1
* Kohn-Sham gap: 8.6 eV
* net charge: 0
* energy relative to the best compared isomer or geometry (same formula, charge and spin): 432.82 kJ/mol
* LUMO energy: 0.0353 hartree
* HOMO: -7.65 eV

Each line ends with the Löwdin charge.
Geometry (Å):
C -2.937 0.470 0.180  -0.239
C -3.189 -0.817 0.284  -0.214
C 2.105 0.076 -0.894  -0.203
C 3.908 0.762 0.767  -0.121
C 2.889 -0.308 0.324  -0.227
N 0.877 -0.042 -0.800  -0.014
N -4.147 -1.590 -0.415  0.072
N -2.271 1.251 1.170  0.031
O 0.232 0.202 -2.017  -0.067
H -0.694 -0.013 -1.956  0.061
H -3.592 1.022 -0.518  0.114
H -2.667 -1.399 0.907  0.069
H 2.605 0.375 -1.813  0.134
H 4.705 0.884 0.115  0.035
H 4.515 0.415 1.658  0.093
H 3.456 1.685 0.969  0.052
H 2.246 -0.429 1.193  0.097
H 3.510 -1.292 0.031  0.152
H -4.360 -1.129 -1.197  0.022
H -3.848 -2.509 -0.430  0.052
H -1.775 0.664 1.794  0.056
H -1.569 1.720 0.648  0.046


This record from OMol25 describes a cluster of 2 separate species, C5H13N3O in total at a distorted geometry. The level of theory is ωB97M-V/def2-TZVPD.

* 2S+1: 1
* Kohn-Sham gap: 10.0 eV
* net charge: 0
* energy relative to the best compared isomer or geometry (same formula, charge and spin): 293.96 kJ/mol
* LUMO energy: 0.0286 hartree
* HOMO: -9.20 eV

Each line ends with the Löwdin charge.
Geometry (Å):
C 0.977 -0.489 0.765  -0.424
C 1.528 -1.220 -0.416  -0.054
C -2.146 -1.398 -1.317  -0.191
C 1.028 1.663 -0.661  -0.020
N -1.626 -0.674 -0.170  -0.063
C 0.827 0.985 0.655  -0.312
N 0.609 -1.166 1.779  0.121
O 0.257 2.935 1.681  -0.046
N 0.455 1.558 1.730  0.033
H 0.022 3.167 2.589  0.096
H -2.303 0.008 0.161  0.072
H -1.367 -1.302 0.635  0.077
H 0.321 -0.585 2.565  0.047
H 0.915 -1.041 -1.293  0.066
H 1.546 -2.283 -0.195  0.080
H 2.543 -0.882 -0.627  0.083
H -1.430 -2.172 -1.597  0.066
H -2.251 -0.709 -2.160  0.068
H -3.121 -1.877 -1.148  0.065
H 0.309 1.272 -1.380  0.082
H 0.877 2.734 -0.553  0.072
H 2.032 1.475 -1.040  0.084


This record from OMol25 describes a cluster of 2 separate species, C5H13N3O in total at a distorted geometry. The level of theory is ωB97M-V/def2-TZVPD.

* 2S+1: 1
* Kohn-Sham gap: 10.1 eV
* net charge: 0
* energy relative to the best compared isomer or geometry (same formula, charge and spin): 278.60 kJ/mol
* LUMO energy: 0.0323 hartree
* HOMO: -9.21 eV

Each line ends with the Löwdin charge.
Geometry (Å):
C -1.596 -0.896 1.308  -0.095
C -1.372 1.193 0.124  -0.087
N -0.986 0.430 1.306  -0.330
C 0.850 0.945 2.350  -0.017
N 0.478 0.270 1.342  -0.055
H -2.674 -0.773 1.397  0.084
H -1.369 -1.455 0.396  0.069
H -0.847 2.147 0.137  0.083
H -1.226 -1.448 2.169  0.081
H -1.136 0.663 -0.805  0.072
H -2.446 1.371 0.172  0.087
H -0.233 1.313 2.736  0.143
H 1.918 0.972 2.545  0.066
C 1.428 0.464 -2.105  -0.023
C 0.852 -0.936 -2.022  -0.624
N 1.127 -1.583 -0.860  0.145
O 0.331 -1.491 -2.969  0.026
H 1.381 -1.065 -0.029  0.054
H 0.785 -2.527 -0.764  0.106
H 2.437 0.397 -2.511  0.084
H 1.472 0.948 -1.132  0.050
H 0.827 1.063 -2.785  0.082